Molecular formula: C72H186N14O22
Method: DFT, ωB97M-V with the def2-TZVPD basis set

Structure (XYZ):
```
294
Properties=species:S:1:pos:R:3:forces:R:3
C 7.387 -3.747 -7.642 -1.134 -0.493 1.354
C 8.716 -3.101 -7.846 -0.070 -0.914 0.340
C 9.842 -4.135 -8.097 -0.279 -0.215 0.928
O 10.224 -4.792 -6.860 -0.952 1.364 -0.615
C 11.275 -5.707 -6.998 -0.349 0.257 -0.142
N 8.546 -2.206 -8.965 1.226 0.923 -0.276
H 7.417 -4.431 -6.794 0.032 -0.408 -0.213
H 6.924 -4.205 -8.516 0.614 -0.296 -0.192
H 6.626 -3.029 -7.337 0.110 0.468 0.072
H 8.993 -2.508 -6.974 0.037 -0.309 0.507
H 10.726 -3.652 -8.514 0.078 0.085 -0.225
H 9.444 -4.884 -8.783 0.181 -0.109 -0.322
H 11.540 -5.973 -5.975 0.150 -0.356 -0.253
H 12.128 -5.263 -7.512 0.263 0.123 0.030
H 10.934 -6.549 -7.602 0.155 -0.436 0.150
H 9.307 -1.570 -8.777 0.606 0.490 -1.017
H 7.783 -1.585 -8.737 -0.670 -0.173 -0.125
C -3.147 -9.028 -2.131 0.592 0.380 -0.960
C -2.372 -10.372 -2.296 0.583 1.227 0.209
C -0.864 -10.219 -2.699 -1.181 0.269 -1.100
O -0.186 -11.424 -3.057 -0.048 -0.517 0.868
C -0.806 -12.109 -4.113 0.098 -0.052 -1.080
N -2.440 -10.989 -1.006 -0.075 -0.616 1.010
H -4.219 -9.201 -2.039 0.030 -0.159 0.121
H -3.023 -8.344 -2.970 -0.059 -0.310 -0.547
H -2.832 -8.377 -1.316 0.223 -0.648 0.492
H -2.939 -11.014 -2.969 0.302 0.350 -0.867
H -0.310 -9.686 -1.927 0.011 -0.474 0.228
H -0.809 -9.594 -3.590 -0.213 0.369 -0.193
H -1.688 -12.689 -3.844 -0.363 0.443 0.184
H -0.198 -12.843 -4.643 0.925 -0.103 0.857
H -0.967 -11.423 -4.945 -0.813 0.366 0.033
H -3.421 -11.203 -0.897 -0.145 -0.255 0.645
H -1.956 -11.876 -1.030 0.137 -0.260 0.100
C -1.442 3.766 -5.959 0.062 1.137 -0.377
C -0.055 3.241 -5.601 -0.420 -0.115 -0.039
C 1.082 4.268 -5.438 -1.004 0.977 -0.422
O 1.022 5.259 -6.504 0.875 -1.466 0.894
C 1.989 6.282 -6.371 -0.966 1.003 -0.161
N -0.233 2.383 -4.435 0.469 -0.092 -0.066
H -2.136 2.958 -6.189 0.277 -0.030 -0.227
H -1.364 4.501 -6.759 -0.023 -0.428 -0.510
H -1.952 4.378 -5.215 0.344 -0.193 0.774
H 0.259 2.603 -6.427 -0.069 -0.165 -0.122
H 2.032 3.736 -5.399 0.270 0.001 -0.353
H 0.992 4.776 -4.478 -0.187 0.232 0.247
H 1.951 6.829 -7.312 0.382 -0.138 -0.097
H 3.015 6.041 -6.092 -0.002 -0.730 -0.242
H 1.647 7.008 -5.633 -0.055 0.084 0.404
H 0.655 2.015 -4.124 0.115 -0.187 0.159
H -0.622 2.914 -3.669 -0.079 0.075 0.146
C -0.478 1.564 7.243 0.306 0.713 -1.631
C 0.634 1.013 6.299 -1.546 1.201 0.069
C 1.393 2.159 5.560 -0.450 -0.848 -0.274
O 2.318 1.535 4.665 0.238 -0.191 -0.583
C 3.001 2.380 3.707 -0.652 0.588 1.712
N 1.459 0.172 7.086 0.906 -0.339 0.175
H -1.114 2.140 6.571 -0.504 0.051 0.194
H -0.107 2.302 7.954 0.209 -0.263 0.309
H -1.073 0.783 7.718 0.312 0.015 -0.004
H 0.097 0.437 5.546 0.222 -0.186 -0.225
H 1.862 2.812 6.297 0.514 0.071 0.113
H 0.676 2.776 5.019 -0.142 0.071 -0.281
H 2.306 2.881 3.033 -0.183 -0.169 -0.139
H 3.783 1.874 3.141 -0.357 -0.484 0.291
H 3.466 3.152 4.321 0.360 0.346 -0.284
H 1.754 0.779 7.838 0.403 -0.251 0.532
H 2.289 -0.022 6.543 0.355 -0.332 0.008
C -3.084 -2.831 -8.297 -0.704 -0.625 0.638
C -2.792 -3.336 -6.870 0.885 0.164 -0.566
C -1.301 -3.672 -6.687 0.456 -1.400 -1.601
O -1.010 -4.956 -7.348 0.310 0.777 0.689
C 0.390 -5.308 -7.391 -1.141 0.579 -0.039
N -3.156 -2.304 -5.902 0.227 -0.518 -0.007
H -3.008 -3.664 -8.996 0.027 0.158 -0.135
H -2.501 -1.983 -8.655 0.372 -0.100 0.320
H -4.115 -2.483 -8.235 -0.123 -0.077 -0.376
H -3.392 -4.221 -6.663 -0.021 -0.064 -0.139
H -0.899 -3.688 -5.674 -0.475 -0.227 0.406
H -0.754 -2.876 -7.192 0.305 0.175 -0.220
H 0.879 -4.761 -8.197 0.148 0.032 -0.092
H 0.451 -6.379 -7.584 -0.027 0.100 0.051
H 0.886 -5.061 -6.452 0.046 -0.093 0.159
H -2.378 -1.662 -5.949 -0.011 0.756 0.204
H -3.002 -2.798 -5.035 -0.276 0.382 0.739
C 10.248 5.920 0.255 0.318 -0.118 -0.133
C 10.110 6.334 -1.230 -2.621 -2.366 0.872
C 8.587 6.325 -1.670 0.598 0.122 -0.557
O 7.805 5.231 -1.279 0.064 -1.197 0.307
C 8.291 3.961 -1.721 0.278 0.189 0.825
N 10.657 7.607 -1.342 0.802 1.807 -0.818
H 9.975 4.904 0.539 -0.263 0.122 -0.063
H 9.765 6.674 0.877 -0.664 -0.218 -0.029
H 11.284 6.069 0.559 0.391 -0.366 -0.210
H 10.628 5.660 -1.913 0.156 -0.326 0.198
H 8.516 6.397 -2.755 0.388 0.095 -0.398
H 8.026 7.190 -1.317 0.332 0.218 0.456
H 8.246 3.809 -2.799 -0.052 0.248 -0.142
H 7.748 3.162 -1.216 -0.495 0.287 -0.119
H 9.309 3.809 -1.361 0.293 0.099 -0.311
H 11.373 7.601 -0.630 0.218 1.075 -0.163
H 9.949 8.302 -1.153 0.254 0.328 0.287
C -7.223 6.659 6.300 0.202 0.014 0.371
O -6.012 6.108 5.812 -0.099 0.372 -1.008
C -5.163 7.092 5.192 -0.037 0.539 -0.375
C -5.736 8.123 4.140 -0.799 -1.931 0.667
N -6.420 7.543 2.960 1.905 0.752 0.614
C -6.819 8.601 2.049 -0.852 -1.812 -0.388
C -7.613 7.934 0.912 1.504 0.774 -0.207
O -8.859 7.555 1.374 0.302 0.595 1.555
C -9.812 7.279 0.444 -1.363 -0.867 -0.865
H -7.985 6.848 5.543 0.315 0.539 -0.477
H -6.941 7.541 6.875 -0.564 0.349 0.025
H -7.761 5.975 6.957 0.652 -0.379 0.220
H -4.287 6.577 4.797 -0.417 -0.428 -0.371
H -4.703 7.728 5.949 -0.261 0.230 0.548
H -4.876 8.731 3.860 0.053 -0.142 -0.409
H -6.410 8.804 4.659 -0.200 0.215 0.274
H -7.166 6.892 3.157 -0.066 0.255 0.322
H -5.949 9.116 1.643 0.073 -0.040 0.076
H -7.484 9.310 2.541 -0.109 0.455 -0.031
H -7.125 7.037 0.531 0.530 -0.084 0.080
H -7.569 8.652 0.094 -0.878 0.199 -0.351
H -10.483 6.541 0.884 -0.235 0.094 0.046
H -9.436 6.802 -0.461 0.352 0.068 -0.212
H -10.400 8.153 0.162 -0.002 0.227 -0.107
C -1.497 2.830 0.198 -0.332 -0.198 0.421
O -1.861 1.546 -0.219 -0.936 -0.710 -1.084
C -2.290 0.708 0.837 0.337 0.123 0.815
C -2.802 -0.664 0.382 0.257 0.712 -1.383
N -1.844 -1.411 -0.436 -0.073 0.186 0.688
C -0.900 -2.072 0.419 2.385 -1.359 -1.202
C 0.358 -2.588 -0.432 -0.763 -0.394 0.344
O 1.052 -1.572 -1.140 1.189 0.045 -0.008
C 2.426 -1.983 -1.460 -1.136 0.396 0.408
H -1.426 3.482 -0.673 0.326 -0.182 0.039
H -0.581 2.762 0.784 0.365 0.345 -0.086
H -2.263 3.250 0.850 -0.196 0.156 0.138
H -3.080 1.172 1.428 -0.320 0.341 -0.039
H -1.426 0.679 1.501 0.144 -0.663 0.444
H -3.673 -0.500 -0.252 -0.208 0.189 0.059
H -3.142 -1.291 1.207 0.183 0.200 0.220
H -1.351 -0.768 -1.039 0.020 0.205 -0.163
H -1.386 -2.938 0.868 0.053 -0.339 -0.138
H -0.488 -1.542 1.279 -0.024 0.773 0.011
H 0.057 -3.341 -1.161 -0.616 -0.022 -0.250
H 1.065 -3.159 0.171 0.009 0.275 0.732
H 3.096 -1.838 -0.612 -0.158 -0.024 0.316
H 2.823 -1.366 -2.266 -0.412 -0.019 -0.089
H 2.458 -3.037 -1.735 -0.076 -0.031 -0.186
C -8.244 0.003 2.859 -0.509 -0.709 0.455
O -7.574 -1.010 3.587 1.090 -0.680 0.894
C -7.562 -0.866 5.038 0.192 0.604 -0.257
C -6.503 -1.726 5.771 0.040 -0.758 -1.355
N -6.843 -3.154 5.823 -1.007 -0.279 0.200
C -5.763 -4.092 6.098 0.800 -0.803 -1.068
C -6.158 -5.625 5.941 -2.378 1.510 2.889
O -5.296 -6.617 6.414 2.260 0.187 -1.599
C -4.245 -6.730 5.439 0.143 -0.420 -0.289
H -7.859 0.100 1.844 0.573 -0.047 0.218
H -8.209 0.954 3.389 -0.097 0.143 -0.122
H -9.265 -0.351 2.715 -0.479 0.470 0.175
H -8.569 -0.989 5.436 -0.128 -0.355 0.043
H -7.278 0.164 5.251 0.016 0.270 0.040
H -6.259 -1.335 6.759 -0.473 0.060 0.111
H -5.592 -1.604 5.186 0.433 0.207 -0.198
H -7.243 -3.388 4.926 -0.183 -0.084 -0.157
H -5.353 -3.897 7.089 0.032 -0.191 0.018
H -4.989 -3.954 5.343 0.698 0.404 0.073
H -6.640 -5.830 4.985 0.384 -0.105 -0.343
H -6.905 -5.750 6.725 -0.927 0.318 -0.417
H -4.695 -6.996 4.482 -0.104 0.210 -0.271
H -3.509 -7.518 5.599 -0.312 -0.127 0.834
H -3.676 -5.807 5.328 -0.123 0.162 0.053
C -11.647 -2.416 -1.266 0.443 -0.551 0.384
O -11.109 -3.633 -0.646 -0.951 1.315 -0.830
C -9.702 -3.556 -0.466 -0.232 -0.736 -0.235
C -9.195 -4.509 0.657 0.271 2.237 -0.479
N -9.695 -4.107 1.985 -0.023 -1.714 -0.638
C -11.106 -4.551 2.120 0.663 -0.224 -0.412
C -11.478 -4.689 3.568 -1.053 0.233 -0.256
O -12.817 -5.259 3.701 0.940 0.420 0.433
C -13.208 -5.266 5.072 0.389 0.096 0.091
H -11.674 -1.593 -0.552 0.512 0.100 0.188
H -12.683 -2.464 -1.601 -0.004 -1.026 0.180
H -11.075 -2.141 -2.152 0.282 0.037 0.062
H -9.399 -2.522 -0.299 -0.017 0.224 0.716
H -9.193 -3.777 -1.404 0.064 -0.439 -0.348
H -8.129 -4.290 0.601 0.348 -0.262 0.333
H -9.301 -5.568 0.420 -0.451 0.123 0.213
H -9.516 -3.118 2.085 -0.431 0.136 0.187
H -11.129 -5.569 1.729 -0.070 0.029 -0.350
H -11.745 -3.939 1.484 -0.443 -0.099 0.496
H -11.427 -3.676 3.970 -0.213 0.038 0.712
H -10.723 -5.325 4.031 -0.096 -0.032 0.326
H -12.437 -5.711 5.700 0.273 -0.091 0.020
H -14.112 -5.841 5.277 -0.079 -0.028 -0.687
H -13.371 -4.254 5.443 -0.041 0.236 -0.041
C 6.088 -11.891 -1.622 0.405 0.419 1.287
O 7.133 -12.877 -1.575 -0.399 1.593 -0.965
C 6.714 -14.171 -1.331 -0.308 -0.899 1.674
C 6.766 -14.485 0.231 -0.002 0.566 -1.417
N 6.652 -15.908 0.451 -0.252 0.110 0.099
C 6.896 -16.260 1.861 -0.562 -0.758 -1.125
C 6.638 -17.779 2.122 -0.310 0.741 -0.452
O 7.555 -18.654 1.495 0.719 0.950 0.911
C 7.418 -20.028 1.847 -0.319 1.099 -1.112
H 5.780 -11.442 -2.566 0.325 -0.881 -0.662
H 6.451 -11.024 -1.071 0.154 -0.012 0.223
H 5.199 -12.223 -1.085 -0.089 -0.228 -0.095
H 7.389 -14.859 -1.840 0.237 -0.012 0.005
H 5.726 -14.359 -1.752 -0.232 -0.058 0.164
H 6.030 -13.899 0.782 -0.627 -0.264 -0.135
H 7.690 -14.057 0.617 0.648 -0.043 -0.156
H 7.298 -16.330 -0.200 0.209 -0.526 0.303
H 6.113 -15.704 2.375 -0.018 -0.179 0.454
H 7.849 -15.837 2.180 0.365 -0.464 0.368
H 5.656 -17.986 1.698 -0.365 0.095 -0.105
H 6.527 -17.961 3.191 0.452 -0.070 0.288
H 7.331 -20.238 2.913 0.283 0.221 0.157
H 8.309 -20.449 1.382 -0.314 -0.598 0.283
H 6.491 -20.325 1.356 -0.005 -0.800 0.008
C 9.236 -4.201 0.153 0.470 -1.236 0.726
O 8.179 -3.820 0.952 -2.137 1.432 -0.552
C 8.537 -3.248 2.178 -0.802 -0.918 1.099
C 7.252 -3.036 3.015 -0.736 -0.542 -1.331
N 6.603 -4.341 3.278 1.051 0.569 1.274
C 5.209 -4.216 3.651 -0.450 -2.096 -0.865
C 4.544 -5.652 3.840 -0.370 0.589 -1.121
O 4.444 -6.432 2.583 -0.167 0.739 0.905
C 3.486 -7.494 2.647 -0.344 0.564 0.361
H 8.854 -4.774 -0.691 -0.008 0.423 -0.158
H 9.741 -4.920 0.797 1.087 -0.244 -0.386
H 9.901 -3.384 -0.127 0.010 0.076 -0.180
H 9.156 -2.356 2.083 -0.020 0.143 -0.064
H 9.066 -4.057 2.682 0.707 0.245 0.549
H 6.512 -2.501 2.421 0.134 0.661 -0.551
H 7.374 -2.396 3.889 0.423 -0.516 0.336
H 6.683 -4.899 2.440 -0.126 -0.037 -0.121
H 4.694 -3.678 2.856 -0.604 -0.028 -0.274
H 5.000 -3.626 4.544 0.551 -0.201 0.326
H 3.540 -5.454 4.217 -0.282 -0.059 -0.087
H 5.036 -6.274 4.588 0.408 0.157 -0.026
H 3.469 -7.956 3.634 0.603 -0.570 -0.065
H 3.593 -8.179 1.806 0.767 -0.117 0.309
H 2.440 -7.206 2.545 -0.181 0.978 -0.116
C 2.199 9.644 1.014 -0.673 -0.677 0.294
O 0.873 9.756 1.611 1.653 0.552 -0.520
C 0.603 11.147 1.819 -1.503 -0.191 -0.495
C 1.493 11.807 2.827 0.394 -0.817 0.435
N 1.391 11.104 4.105 -0.287 -0.322 0.125
C 2.180 11.766 5.099 -0.446 1.332 0.158
C 2.394 10.926 6.336 1.312 0.592 -1.388
O 3.174 9.827 5.847 -1.223 -0.601 1.243
C 3.101 8.759 6.806 1.278 0.327 -1.249
H 2.991 9.762 1.754 -0.012 0.197 0.111
H 2.355 10.343 0.192 -0.178 0.310 0.063
H 2.336 8.651 0.587 -0.406 -0.114 0.156
H -0.437 11.227 2.135 -0.021 -0.345 0.392
H 0.565 11.622 0.839 0.606 0.398 -0.144
H 1.271 12.857 3.019 -0.379 0.014 -0.285
H 2.513 11.782 2.443 0.435 0.175 0.005
H 1.797 10.179 4.096 -0.250 -0.389 -0.818
H 1.672 12.703 5.325 0.007 0.203 0.426
H 3.125 12.058 4.642 0.671 -0.004 0.356
H 1.452 10.663 6.816 0.016 -0.340 -0.024
H 3.075 11.449 7.007 -0.418 0.320 0.470
H 3.952 8.152 6.497 -0.296 -0.593 0.282
H 2.151 8.232 6.720 0.013 -0.053 0.238
H 3.320 9.123 7.810 -0.301 0.023 0.166
C -2.330 11.155 -4.066 -0.259 -0.087 -0.357
O -2.467 12.530 -3.942 0.740 1.302 0.251
C -3.746 13.123 -3.911 0.267 0.523 -0.571
C -3.595 14.633 -4.265 -0.034 -1.450 0.502
N -2.477 15.129 -3.486 -0.370 0.798 0.566
C -2.068 16.469 -3.859 0.559 -0.481 -1.974
C -0.799 17.007 -3.241 0.356 -0.572 -0.057
O 0.372 16.292 -3.731 -0.103 0.471 0.344
C 1.563 16.660 -3.012 -0.650 -0.531 0.098
H -2.960 10.631 -3.348 -0.110 -0.289 -0.068
H -1.286 10.891 -3.895 -0.033 0.131 0.157
H -2.554 10.898 -5.101 -0.299 -0.565 -0.047
H -4.166 13.039 -2.909 -0.152 -0.110 0.105
H -4.397 12.654 -4.650 -0.251 -0.162 -0.004
H -4.563 15.087 -4.051 0.084 0.365 0.654
H -3.531 14.784 -5.343 0.645 -0.172 -0.423
H -1.693 14.504 -3.605 -0.002 -0.160 -0.023
H -2.917 17.151 -3.897 0.081 0.209 0.833
H -1.776 16.446 -4.909 -0.055 -0.009 -0.774
H -0.892 16.864 -2.165 0.410 0.489 0.305
H -0.656 18.028 -3.595 -0.286 0.344 0.614
H 1.324 16.583 -1.951 0.385 -0.199 0.229
H 1.986 17.653 -3.161 -0.610 0.469 -0.477
H 2.371 15.990 -3.306 -0.308 -0.317 0.120
```
Positions in Å, forces in eV/Å.

* F_max: 0.07846 Eh/bohr
* LUMO: 0.1 eV
* relative energy (zero: lowest compared OMol25 entry of this formula, charge and spin): 169.8 kcal per mole
* HOMO-LUMO gap: 8.616 eV

Here are the Löwdin charges for atoms 1 to 2, given in e: C -0.083; C -0.470